Formula: C19H43OP3RuSSe
Source: OMol25
Level of theory: the ωB97M-V functional and the def2-TZVPD basis

XYZ file:
```
69
Properties=species:S:1:pos:R:3:forces:R:3:lowdin_charge:R:1
Ru -0.256 -1.021 -0.384 -0.6 -0.7 -0.5 0.4396
P 0.014 0.798 1.025 0.0 1.6 1.2 0.7098
P -2.468 -0.405 -0.923 -2.2 0.8 0.2 0.7647
P 2.003 -0.863 -1.056 2.0 0.2 -0.3 0.7583
H -0.309 -1.672 -3.201 -0.1 -0.6 0.4 0.0230
C -0.831 -2.301 -2.463 1.3 -0.7 1.4 -0.0975
C -0.144 -2.929 -1.393 -0.7 -1.9 -1.8 -0.3251
H 0.862 -3.311 -1.620 -0.2 0.6 0.7 0.0486
C 0.196 2.468 0.245 0.0 0.0 -0.1 -0.2350
C -1.351 1.153 2.224 0.0 -0.1 0.1 -0.2310
C 1.488 0.824 2.143 0.0 -0.2 0.1 -0.2313
C -3.560 -1.110 -2.235 0.4 -0.2 -0.2 -0.2491
C -3.596 -0.663 0.511 0.3 0.0 0.0 -0.1995
C -2.626 1.388 -1.329 -0.1 -0.1 -0.1 -0.2442
C 2.618 -1.715 -2.581 -0.3 -0.1 0.2 -0.2289
C 3.211 -1.498 0.202 -0.3 0.1 -0.1 -0.1913
C 2.670 0.811 -1.448 0.1 -0.1 0.1 -0.2520
H -1.756 -2.803 -2.775 -0.1 1.2 0.4 0.0829
H -0.773 -3.701 -0.888 0.6 0.6 -0.4 0.0858
H 0.502 3.201 1.007 -0.1 -0.3 -0.2 0.0835
H -0.747 2.803 -0.200 0.2 -0.1 0.2 0.0201
H 0.958 2.447 -0.539 -0.1 0.0 0.2 -0.0017
H -0.949 1.694 3.097 -0.1 -0.1 -0.4 0.0790
H -1.828 0.232 2.585 0.1 0.3 -0.1 0.0337
H -2.126 1.783 1.763 0.3 -0.2 0.1 0.0510
H 1.352 1.602 2.914 0.0 -0.3 -0.4 0.0810
H 2.420 1.046 1.602 -0.4 0.0 0.1 0.0418
H 1.607 -0.140 2.658 0.0 0.4 -0.2 0.0275
H -4.598 -0.739 -2.149 0.6 0.0 0.1 0.0820
H -3.573 -2.204 -2.140 -0.2 0.3 0.0 0.0595
H -3.160 -0.845 -3.225 -0.2 -0.2 0.2 0.0465
H -4.620 -0.722 0.121 0.2 0.0 0.2 0.0743
H -3.523 0.166 1.220 -0.1 -0.2 -0.2 0.0369
H -3.324 -1.602 1.016 -0.2 0.3 -0.1 0.0292
H -3.562 1.545 -1.883 0.2 0.0 0.2 0.0703
H -1.784 1.687 -1.967 -0.1 0.1 0.1 0.0033
H -2.640 2.004 -0.421 0.0 -0.2 -0.3 0.0386
H 3.705 -1.565 -2.678 -0.4 0.0 0.1 0.0775
H 2.122 -1.298 -3.469 0.1 -0.2 0.1 0.0280
H 2.423 -2.790 -2.524 0.2 0.2 -0.2 0.0509
H 4.237 -1.472 -0.196 -0.4 0.0 0.0 0.0826
H 2.955 -2.532 0.470 0.1 0.3 -0.1 0.0455
H 3.162 -0.880 1.106 0.1 -0.2 -0.2 0.0294
H 3.654 0.719 -1.935 -0.3 0.0 0.2 0.0736
H 2.787 1.409 -0.537 0.0 -0.1 -0.3 0.0387
H 1.989 1.317 -2.147 0.1 0.0 0.2 0.0103
C 0.467 2.169 -5.388 -0.1 0.1 0.2 -0.4737
C 0.103 0.889 -4.888 0.0 1.6 0.4 0.0176
C 0.282 -0.238 -5.704 0.4 -1.6 -1.5 0.0522
C 0.835 -0.129 -6.988 -0.4 -0.3 0.5 0.0824
C 1.200 1.146 -7.453 0.3 -2.1 -1.3 0.1252
C 1.031 2.280 -6.667 -0.7 2.0 1.7 0.0383
Se 0.176 3.776 -4.420 0.3 -0.2 -0.4 1.4061
H 0.342 3.133 -3.105 -0.2 0.0 0.1 -0.0718
H -0.341 0.801 -3.890 0.2 -0.1 -0.3 0.1154
H -0.031 -1.230 -5.337 0.2 0.6 -0.2 0.1421
H 0.946 -1.011 -7.636 0.0 0.4 0.4 0.1680
H 1.602 1.263 -8.454 0.1 0.0 -0.1 0.1722
H 1.317 3.258 -7.047 0.0 -0.1 -0.1 0.1565
C -0.101 -2.047 3.283 -0.1 0.0 0.1 -0.1982
S -0.548 -2.619 1.651 -0.7 -0.2 -0.5 0.7498
C 0.563 -4.034 1.472 0.1 -0.2 0.3 -0.1836
O -1.958 -3.101 1.721 1.1 0.5 -0.3 -0.4479
H -0.511 -1.050 3.481 0.1 -0.4 -0.1 0.0463
H -0.567 -2.780 3.954 0.2 0.1 0.0 0.1040
H 0.986 -2.056 3.372 -0.1 0.0 0.1 0.0669
H -0.115 -4.888 1.359 0.2 0.1 0.1 0.0935
H 1.228 -3.962 0.602 -0.3 0.1 0.3 0.0367
H 1.158 -4.117 2.390 -0.2 -0.2 -0.2 0.0808
```
Positions in Å, forces in eV/Å.

Output
Frontier orbital gap (alpha / beta) = 0.216 / 0.092 Ha
Multiplicity = 5
Energy above the lowest of the compared OMol25 structures with the same formula, charge and spin = 0.0 kcal per mole
HOMO energy (alpha / beta) = -19.044 / -19.863 eV
Total charge = +4
E_tot = -129032.194 eV
LUMO energy (alpha / beta) = -13.2 / -17.4 eV


Formula: C18H15N5RhS2
Source: OMol25
Level of theory: the ωB97M-V functional and the def2-TZVPD basis

XYZ file:
```
41
Properties=species:S:1:pos:R:3:forces:R:3:lowdin_charge:R:1
Rh 0.611 0.150 0.109 0.3 -0.2 0.2 0.6319
S 0.322 0.352 2.265 -0.1 0.1 0.1 0.6957
C -0.992 1.554 2.196 0.3 -0.4 0.1 -0.7093
N -1.753 1.887 3.212 -0.1 0.1 0.0 0.0965
N -1.642 1.282 4.328 0.0 0.0 0.1 0.0388
C -2.471 1.587 5.435 0.0 0.0 0.0 -0.2176
C -2.293 0.842 6.592 0.0 0.0 0.0 -0.0230
C -3.082 1.112 7.697 0.0 0.0 0.0 -0.0662
C -4.037 2.116 7.642 0.0 0.0 0.0 -0.0673
C -4.203 2.852 6.475 0.0 0.0 0.0 -0.0619
C -3.422 2.596 5.361 0.0 0.0 0.0 -0.0165
N -1.228 2.227 1.052 -0.2 0.3 -0.1 0.0700
N -0.629 1.744 0.053 0.1 -0.1 0.0 -0.1583
C -0.593 2.452 -1.168 0.0 0.0 -0.1 -0.2620
C -0.222 1.703 -2.280 0.0 0.0 -0.3 -0.0558
C 0.009 2.335 -3.491 -0.1 0.1 0.0 -0.0581
C -0.165 3.709 -3.586 0.0 0.0 0.0 -0.0569
C -0.563 4.445 -2.474 0.0 0.0 0.0 -0.0518
C -0.765 3.829 -1.251 0.0 0.0 0.0 -0.0068
H -0.967 0.526 4.440 0.0 0.0 0.0 0.1136
H -1.545 0.058 6.630 0.0 0.0 0.0 0.1167
H -2.949 0.536 8.603 0.0 0.0 0.0 0.1127
H -4.652 2.328 8.506 0.0 0.0 0.0 0.1113
H -4.947 3.636 6.432 0.0 0.0 0.0 0.1127
H -3.543 3.164 4.450 0.0 0.0 0.0 0.1103
H -0.173 0.617 -2.228 0.0 0.0 0.0 0.0918
H 0.301 1.757 -4.357 0.0 0.0 0.0 0.1151
H 0.007 4.211 -4.528 0.0 0.0 0.0 0.1141
H -0.697 5.514 -2.558 0.0 0.0 0.0 0.1155
H -1.035 4.394 -0.371 0.0 0.0 0.0 0.1156
S 2.048 -1.707 -0.002 -0.1 0.0 0.0 0.6359
C 0.493 -2.465 -0.260 0.0 0.2 0.1 -0.7162
C 0.083 -3.775 -0.469 0.1 0.0 0.0 -0.0414
C -1.273 -4.010 -0.594 0.0 0.0 0.0 -0.0264
C -2.198 -2.968 -0.510 -0.1 0.1 0.0 -0.0371
C -1.738 -1.687 -0.306 0.1 -0.2 -0.1 -0.0830
N -0.419 -1.486 -0.202 -0.3 0.3 0.0 -0.1712
H 0.815 -4.568 -0.524 0.0 0.0 0.0 0.1232
H -1.626 -5.020 -0.754 0.0 0.0 0.0 0.1234
H -3.259 -3.151 -0.597 0.0 0.0 0.0 0.1169
H -2.379 -0.821 -0.224 0.0 0.0 0.0 0.1252
```
Positions in Å, forces in eV/Å.

Output
Frontier orbital gap (alpha / beta) = 0.217 / 0.217 Ha
Multiplicity = 1
Energy above the lowest of the compared OMol25 structures with the same formula, charge and spin = 0.0 kcal per mole
HOMO energy (alpha / beta) = -10.843 / -10.843 eV
Total charge = +1
E_tot = -51031.197 eV
LUMO energy (alpha / beta) = -4.9 / -4.9 eV


Formula: C2H2O3
Source: OMol25
Level of theory: the ωB97M-V functional and the def2-TZVPD basis

XYZ file:
```
7
Properties=species:S:1:pos:R:3:forces:R:3:lowdin_charge:R:1
C 0.404 -0.207 2.325 -1.8 -0.1 -3.2 -0.4480
C -0.032 -0.370 0.986 0.8 -3.7 1.7 -0.0972
O 0.896 -0.160 3.367 1.8 -0.3 2.4 0.1794
O -0.728 0.475 1.828 -2.0 1.4 0.3 0.0597
O 1.082 0.738 -0.243 1.4 1.3 -1.8 0.1100
H -0.335 -1.263 0.391 -0.2 1.1 0.6 0.1329
H 1.149 1.460 0.405 0.1 0.4 0.0 0.0632
```
Positions in Å, forces in eV/Å.

Output
Frontier orbital gap (alpha / beta) = 0.298 / 0.262 Ha
Multiplicity = 3
Energy above the lowest of the compared OMol25 structures with the same formula, charge and spin = 81.6 kcal per mole
HOMO energy (alpha / beta) = -7.477 / -10.401 eV
Total charge = 0
E_tot = -8241.557 eV
LUMO energy (alpha / beta) = 0.6 / -3.3 eV